Entry from the Open Molecules 2025 dataset: a single CHCl2FS molecule (ωB97M-V/def2-TZVPD).

The geometry in ORCA input format:
```
! RIJCOSX wB97M-V def2-TZVPD def2/J DEFGRID3
* xyz 0 1
F -0.20482 1.08278 -1.24435
C -0.28995 -0.10531 -0.19134
S -0.04271 0.53066 1.46035
Cl 1.03720 -1.12209 -0.65690
Cl -1.75477 -0.82510 -0.45264
H 1.25505 0.43906 1.08488
*
```

Values from the calculation:
ΔE to the lowest compared entry with this formula, charge and spin: 13.2 kcal per mole
SMILES: FC(S)(Cl)Cl
gap between HOMO and LUMO: 0.40017 hartree
energy: -1457.09772 hartree